Formula: C19H24N2O3S
Source: OMol25
Level of theory: ωB97M-V/def2-TZVPD

Cartesian coordinates (Å):
C (-5.68, -0.23, 0.07)
C (-4.29, 0.31, 0.00)
C (-3.80, 1.16, 0.99)
C (-2.52, 1.67, 0.92)
C (-1.69, 1.33, -0.15)
C (-0.33, 1.84, -0.22)
N (0.67, 1.29, -0.85)
C (1.73, 2.14, -0.66)
C (3.08, 1.86, -1.20)
S (4.30, 1.59, 0.15)
C (3.49, 0.23, 1.06)
C (3.49, -1.06, 0.27)
O (4.39, -1.86, 0.34)
N (2.41, -1.21, -0.53)
C (2.16, -2.45, -1.21)
C (0.94, -3.19, -0.63)
C (-0.36, -2.37, -0.70)
C (-0.61, -1.97, 0.75)
C (0.05, -3.12, 1.51)
O (1.19, -3.47, 0.74)
C (1.31, 3.19, 0.11)
C (2.01, 4.38, 0.64)
O (0.00, 2.99, 0.39)
C (-2.18, 0.50, -1.15)
C (-3.46, 0.00, -1.07)
H (-6.08, -0.15, 1.07)
H (-5.71, -1.27, -0.25)
H (-6.33, 0.34, -0.60)
H (-4.43, 1.42, 1.82)
H (-2.14, 2.32, 1.70)
H (3.06, 0.98, -1.84)
H (3.47, 2.71, -1.75)
H (2.49, 0.56, 1.34)
H (4.11, 0.10, 1.95)
H (1.68, -0.51, -0.56)
H (1.99, -2.28, -2.28)
H (3.05, -3.07, -1.08)
H (0.83, -4.14, -1.17)
H (-1.18, -2.99, -1.06)
H (-0.26, -1.51, -1.36)
H (-0.11, -1.03, 0.98)
H (-1.67, -1.87, 0.99)
H (-0.63, -3.98, 1.58)
H (0.39, -2.85, 2.51)
H (3.06, 4.15, 0.79)
H (1.94, 5.21, -0.07)
H (1.56, 4.70, 1.57)
H (-1.55, 0.27, -2.00)
H (-3.83, -0.65, -1.86)

Computed properties:
* SMILES: Cc1ccc(-c2nc(CSCC(=O)NC[C@@H]3CCCO3)c(C)o2)cc1
* HOMO energy: -8.35 eV
* Kohn-Sham gap: 8.77 eV
* maximum force: 1.22 eV/Å
* multiplicity: 1

***

Formula: C19H24N2O4
Source: OMol25
Level of theory: ωB97M-V/def2-TZVPD

Cartesian coordinates (Å):
C (6.90, -3.20, -0.84)
C (6.62, -1.74, -0.77)
C (6.21, -1.32, 0.64)
C (5.83, 0.05, 0.87)
C (4.56, 0.41, 0.02)
C (4.20, 1.96, 0.57)
C (2.93, 2.45, -0.05)
C (1.73, 1.97, 0.19)
O (1.49, 1.67, 1.36)
O (0.89, 1.77, -0.69)
C (-0.47, 1.48, -0.45)
C (-1.56, 1.95, -1.28)
C (-2.71, 1.18, -1.16)
C (-2.96, 0.37, -0.16)
C (-1.93, -0.32, 0.35)
C (-0.71, 0.16, 0.48)
H (0.21, -0.43, 0.95)
H (-2.16, -1.21, 1.19)
C (-4.23, -0.21, -0.08)
O (-4.53, -1.45, 0.34)
N (-5.41, 0.58, -0.23)
C (-6.82, 0.39, 0.13)
N (-7.59, 1.37, -0.06)
O (-8.87, 0.74, 0.20)
C (-8.67, -0.47, -0.03)
C (-7.26, -0.94, 0.18)
H (-6.86, -2.09, 0.30)
C (-9.85, -1.30, 0.36)
H (-9.69, -2.54, 0.61)
H (-10.40, -1.17, 1.34)
H (-10.54, -1.23, -0.52)
H (-5.19, 1.54, -0.39)
H (-3.50, 1.85, -1.60)
H (-1.27, 2.56, -1.85)
H (3.05, 2.32, -1.29)
H (2.97, 3.86, -0.03)
H (4.11, 2.15, 1.42)
H (5.11, 2.68, 0.51)
H (3.66, 0.02, 0.48)
H (4.56, 0.62, -0.81)
H (5.72, 0.17, 2.13)
H (6.51, 0.73, 0.82)
H (6.75, -1.77, 1.37)
H (5.11, -2.12, 0.95)
H (7.21, -1.05, -1.12)
H (5.80, -1.57, -1.46)
H (6.09, -3.95, -0.62)
H (7.27, -3.56, -1.91)
H (7.71, -3.36, -0.37)

Computed properties:
* HOMO energy: -8.98 eV
* Kohn-Sham gap: 8.40 eV
* maximum force: 19.50 eV/Å
* multiplicity: 1

***

Formula: C19H24N2O4
Source: OMol25
Level of theory: ωB97M-V/def2-TZVPD

Cartesian coordinates (Å):
C (8.82, -0.98, -1.69)
C (8.80, -0.34, -0.31)
C (7.59, 0.57, -0.08)
C (6.26, -0.18, -0.04)
C (5.10, 0.75, 0.28)
C (3.77, 0.01, 0.32)
C (2.60, 0.94, 0.61)
C (1.30, 0.17, 0.76)
O (1.21, -0.95, 1.18)
O (0.27, 0.95, 0.38)
C (-1.05, 0.53, 0.40)
C (-2.00, 1.53, 0.58)
C (-3.34, 1.23, 0.55)
C (-3.76, -0.09, 0.34)
C (-5.19, -0.50, 0.32)
O (-5.56, -1.60, 0.66)
N (-6.04, 0.47, -0.14)
C (-7.41, 0.36, -0.27)
C (-8.25, -0.73, 0.08)
C (-9.50, -0.28, -0.26)
C (-10.84, -0.91, -0.16)
O (-9.40, 0.96, -0.76)
N (-8.10, 1.35, -0.76)
C (-2.80, -1.08, 0.19)
C (-1.45, -0.78, 0.20)
H (9.74, -1.55, -1.83)
H (7.98, -1.65, -1.83)
H (8.78, -0.21, -2.46)
H (8.80, -1.13, 0.45)
H (9.71, 0.25, -0.17)
H (7.56, 1.32, -0.88)
H (7.73, 1.10, 0.86)
H (6.08, -0.66, -1.00)
H (6.32, -0.96, 0.72)
H (5.05, 1.54, -0.48)
H (5.27, 1.23, 1.25)
H (3.60, -0.49, -0.64)
H (3.80, -0.77, 1.08)
H (2.48, 1.69, -0.18)
H (2.77, 1.47, 1.55)
H (-1.66, 2.54, 0.74)
H (-4.06, 2.02, 0.72)
H (-5.67, 1.35, -0.48)
H (-7.96, -1.67, 0.50)
H (-11.28, -0.99, -1.16)
H (-10.75, -1.90, 0.27)
H (-11.49, -0.30, 0.45)
H (-3.13, -2.10, 0.05)
H (-0.72, -1.57, 0.07)

Computed properties:
* SMILES: CCCCCCCC(=O)Oc1ccc(C(=O)Nc2cc(C)on2)cc1
* HOMO energy: -9.17 eV
* Kohn-Sham gap: 9.64 eV
* maximum force: 1.31 eV/Å
* multiplicity: 1

***

Formula: C19H24N2O4S
Source: OMol25
Level of theory: ωB97M-V/def2-TZVPD

Cartesian coordinates (Å):
C (-0.21, 0.35, 2.26)
C (-1.44, -0.54, 2.28)
O (-1.94, -0.74, 0.95)
C (-1.54, -1.80, 0.28)
O (-0.86, -2.70, 0.71)
C (-2.07, -1.75, -1.16)
N (-1.91, -0.45, -1.77)
C (-3.12, 0.32, -2.03)
C (-3.74, 0.82, -0.76)
S (-3.00, 2.16, 0.04)
C (-4.13, 2.05, 1.33)
C (-5.02, 1.04, 1.15)
C (-4.80, 0.32, -0.06)
C (-5.67, -0.83, -0.45)
C (-0.74, 0.28, -1.65)
O (-0.72, 1.47, -1.88)
N (0.35, -0.46, -1.30)
C (1.61, 0.01, -0.89)
C (1.95, 1.35, -0.85)
C (3.20, 1.73, -0.40)
C (4.14, 0.79, 0.01)
O (5.33, 1.29, 0.45)
C (6.39, 0.42, 0.76)
C (7.07, -0.16, -0.47)
C (3.80, -0.56, -0.03)
C (2.54, -0.94, -0.47)
H (-0.42, 1.26, 1.71)
H (0.08, 0.59, 3.27)
H (0.62, -0.16, 1.77)
H (-2.26, -0.06, 2.82)
H (-1.22, -1.51, 2.73)
H (-3.13, -1.99, -1.13)
H (-1.56, -2.53, -1.74)
H (-2.82, 1.17, -2.65)
H (-3.82, -0.30, -2.59)
H (-4.07, 2.74, 2.15)
H (-5.81, 0.81, 1.84)
H (-5.42, -1.71, 0.15)
H (-6.71, -0.59, -0.26)
H (-5.56, -1.08, -1.50)
H (0.27, -1.46, -1.27)
H (1.24, 2.10, -1.16)
H (3.47, 2.77, -0.37)
H (6.05, -0.38, 1.43)
H (7.10, 1.04, 1.32)
H (7.91, -0.78, -0.17)
H (6.38, -0.76, -1.05)
H (7.44, 0.65, -1.10)
H (4.48, -1.33, 0.28)
H (2.28, -1.99, -0.49)

Computed properties:
* SMILES: CCOC(=O)CN(Cc1sccc1C)C(=O)Nc1ccc(OCC)cc1
* HOMO energy: -7.77 eV
* Kohn-Sham gap: 8.48 eV
* maximum force: 0.63 eV/Å
* multiplicity: 1

***

Formula: C19H24N2O4S2
Source: OMol25
Level of theory: ωB97M-V/def2-TZVPD

Cartesian coordinates (Å):
C (-1.77, -3.38, 0.02)
O (-1.80, -1.99, 0.21)
C (-3.01, -1.37, 0.30)
C (-4.24, -2.03, 0.28)
C (-5.42, -1.32, 0.37)
C (-5.41, 0.05, 0.48)
C (-4.20, 0.72, 0.50)
C (-3.00, 0.03, 0.41)
N (-1.80, 0.77, 0.38)
C (-0.72, 0.46, 1.29)
C (0.18, 1.69, 1.34)
O (-0.27, 2.82, 1.34)
N (1.50, 1.42, 1.46)
C (2.49, 2.45, 1.25)
C (3.07, 2.40, -0.16)
S (4.46, 1.22, -0.31)
C (3.72, -0.39, -0.23)
C (2.46, -0.68, -0.74)
C (1.98, -1.98, -0.67)
C (2.74, -3.01, -0.13)
C (2.21, -4.41, -0.06)
C (4.01, -2.70, 0.36)
C (4.49, -1.41, 0.31)
S (-1.36, 1.32, -1.13)
C (-1.94, 3.02, -1.16)
O (-2.07, 0.58, -2.14)
O (0.08, 1.33, -1.21)
H (-2.23, -3.91, 0.86)
H (-0.72, -3.65, -0.03)
H (-2.27, -3.67, -0.91)
H (-4.28, -3.11, 0.19)
H (-6.36, -1.86, 0.35)
H (-6.33, 0.61, 0.54)
H (-4.16, 1.80, 0.59)
H (-0.16, -0.43, 0.99)
H (-1.15, 0.30, 2.29)
H (1.81, 0.47, 1.30)
H (1.98, 3.40, 1.41)
H (3.29, 2.34, 1.99)
H (2.29, 2.16, -0.88)
H (3.52, 3.36, -0.42)
H (1.84, 0.08, -1.18)
H (0.99, -2.18, -1.07)
H (1.65, -4.55, 0.87)
H (1.54, -4.61, -0.89)
H (3.02, -5.13, -0.07)
H (4.62, -3.49, 0.78)
H (5.48, -1.18, 0.69)
H (-1.53, 3.50, -2.04)
H (-1.58, 3.49, -0.25)
H (-3.02, 3.00, -1.21)

Computed properties:
* SMILES: COc1ccccc1N(CC(=O)NCCSc1ccc(C)cc1)S(C)(=O)=O
* HOMO energy: -8.01 eV
* Kohn-Sham gap: 8.66 eV
* maximum force: 0.89 eV/Å
* multiplicity: 1